85
Properties=species:S:1:pos:R:3:forces:R:3 method="wB97M-V/def2-TZVPD" spin_multiplicity=2 energy_ev=-119883.288 e_lumo_ev="-2.996 / -3.001" homo_ev="-9.8 / -9.8" charge=+1 orbital_gap_ev="6.82 / 6.78"
Cu -0.2992 -0.0828 -0.3224 -0.56 -0.40 -0.03
Cl -1.1976 -1.3218 6.7503 -0.04 0.00 0.22
C -0.9227 -1.3206 5.0448 -0.07 0.25 -0.15
C -0.3804 -2.4620 4.4333 -0.08 0.16 -0.03
C -0.1498 -2.4740 3.0882 0.05 0.08 -0.21
C -0.4256 -1.3508 2.2532 -0.22 0.01 1.00
O -0.1829 -1.4582 1.0050 0.18 0.14 -0.83
C -0.9780 -0.1967 2.9027 0.22 -0.61 -0.14
C -1.2572 1.0061 2.2221 -0.17 0.27 -0.11
N -0.9902 1.2422 0.9779 0.17 -0.98 0.19
C -1.2420 2.4500 0.3638 -0.29 1.27 0.08
C -1.4439 3.6466 1.0247 0.14 -0.56 -0.18
C -1.6972 4.8220 0.3127 -0.08 0.23 -0.43
C -1.7300 4.8269 -1.0583 -0.01 0.06 0.25
C -1.4977 3.6352 -1.7760 0.05 -0.35 0.29
C -1.4899 3.5535 -3.1826 0.13 -0.25 -0.01
C -1.2312 2.3527 -3.7895 -0.13 0.27 0.04
C -1.0038 1.2230 -2.9923 -0.08 -0.02 -0.13
N -1.0326 1.2641 -1.6850 0.45 -0.24 0.18
C -1.2494 2.4363 -1.0588 -0.36 0.99 0.11
C -1.2193 -0.2185 4.2927 0.14 -0.25 0.10
H -0.1519 -3.3256 5.0398 0.02 -0.08 0.04
H 0.2614 -3.3489 2.6066 0.03 -0.08 -0.05
H -1.7441 1.7762 2.8250 0.07 0.04 -0.12
H -1.3831 3.6877 2.1013 0.00 0.01 0.08
H -1.8673 5.7354 0.8630 0.01 0.08 -0.01
H -1.9217 5.7398 -1.6001 -0.02 0.10 -0.07
H -1.6767 4.4460 -3.7586 -0.02 0.10 -0.13
H -1.2071 2.2590 -4.8631 0.00 0.00 -0.09
H -0.8165 0.2606 -3.4463 0.12 -0.07 0.00
H -1.6065 0.6732 4.7602 -0.11 0.07 0.13
C 3.1324 2.1447 1.6855 -0.20 -0.34 0.31
S 2.0074 1.0367 2.5770 0.24 0.16 0.00
C 3.2033 0.1590 3.6230 -0.33 0.37 -0.27
H 3.8560 1.5618 1.1217 0.09 -0.03 -0.11
H 3.6408 2.8030 2.3834 0.07 0.11 0.00
H 2.5239 2.7278 1.0021 -0.03 0.08 -0.09
H 3.5977 0.8240 4.3857 0.08 -0.03 0.08
H 4.0077 -0.2273 3.0045 0.12 -0.12 -0.05
H 2.6654 -0.6613 4.0878 -0.01 -0.10 0.10
C -3.1885 -5.7373 -1.7422 -0.20 0.08 -0.11
C -4.1438 -4.6101 -2.1191 0.25 0.11 0.01
C -4.5542 -3.8068 -0.8872 -0.08 -0.16 -0.22
C -3.5184 -3.7108 -3.2039 -0.76 -0.67 -0.15
N -2.3811 -2.9779 -2.7219 0.38 1.26 0.81
C -2.3337 -1.8865 -1.9385 0.31 -0.27 -0.33
N -1.0664 -1.5976 -1.7324 -0.69 0.49 0.52
N -0.3581 -2.5097 -2.3833 1.03 -0.03 0.04
N -1.1205 -3.3305 -2.9676 -0.16 -1.12 -0.85
H -3.6559 -6.3992 -1.0188 -0.01 -0.07 0.10
H -2.2754 -5.3417 -1.3025 0.12 0.01 0.07
H -2.9223 -6.3242 -2.6173 0.09 -0.11 -0.07
H -5.0416 -5.0399 -2.5745 0.05 0.05 -0.01
H -3.6834 -3.4166 -0.3622 0.04 0.01 0.09
H -5.0948 -4.4435 -0.1935 -0.05 -0.05 0.10
H -5.2092 -2.9807 -1.1561 -0.10 0.16 0.02
H -4.2609 -2.9962 -3.5704 0.16 -0.03 -0.01
H -3.1644 -4.3232 -4.0361 -0.05 0.16 0.04
H -3.1745 -1.3325 -1.5785 -0.22 0.06 0.09
C 5.7030 -1.9436 -1.8850 0.44 -0.02 -0.33
N 4.5692 -1.4696 -1.1440 -0.12 -0.10 0.27
N 3.6185 -0.6455 -1.7021 -0.29 0.06 0.23
C 2.5344 -0.5617 -0.8590 0.50 -0.06 0.10
O 1.5552 0.1742 -1.1227 -0.20 0.02 -0.13
C 2.8519 -1.3725 0.2535 0.07 -0.19 0.01
C 4.0897 -1.9158 0.0399 -0.13 0.33 -0.20
C 4.8781 -2.8059 0.9257 0.07 -0.11 -0.09
C 3.6982 -0.0914 -2.9941 0.12 0.14 -0.51
C 2.5981 -0.2386 -3.8347 0.16 -0.06 0.12
C 2.6460 0.2721 -5.1185 0.05 -0.01 0.04
C 3.7910 0.9118 -5.5673 0.08 0.07 -0.04
C 4.8768 1.0752 -4.7222 0.01 -0.01 -0.06
C 4.8334 0.5848 -3.4283 -0.10 0.00 0.11
H 5.4374 -2.0568 -2.9385 0.04 -0.07 0.14
H 6.0096 -2.9114 -1.4919 -0.08 0.06 0.00
H 6.5482 -1.2527 -1.8134 -0.05 -0.09 -0.02
H 2.2062 -1.5343 1.0862 -0.12 -0.02 0.28
H 4.3404 -2.9395 1.8601 0.05 -0.02 0.04
H 5.8615 -2.3826 1.1283 0.02 0.01 0.08
H 5.0278 -3.7851 0.4723 -0.01 -0.09 0.00
H 1.7330 -0.7619 -3.4588 -0.10 -0.08 -0.05
H 1.8002 0.1492 -5.7787 -0.06 -0.02 -0.05
H 3.8490 1.2810 -6.5784 -0.05 0.07 -0.13
H 5.7635 1.5871 -5.0708 0.00 0.00 0.00
H 5.6790 0.7331 -2.7716 -0.02 -0.02 0.09


20
Properties=species:S:1:pos:R:3:forces:R:3 method="wB97M-V/def2-TZVPD" energy_ev=-17720.612 relative_energy_kj_mol=61.6 e_lumo_ev=1.017 homo_ev=-8.3 smiles=CSCC[C@H](C)N orbital_gap_ev=9.28
C -1.9235 -1.8754 0.3486 -0.36 -0.13 0.38
S -2.2310 -0.5271 -0.7997 -0.16 0.66 -0.34
C -0.6177 -0.2871 -1.6205 0.72 -0.73 0.47
C 0.4105 0.7160 -1.0118 0.32 -1.60 -0.09
C 0.5233 0.7373 0.5244 -2.12 1.17 -0.93
C 1.4528 1.8510 0.9404 0.44 -0.27 0.09
N 0.6715 -0.5965 1.0525 0.16 -0.03 -0.69
H -2.8552 -2.4048 0.5359 -0.23 -0.10 -0.56
H -1.6166 -1.5735 1.3447 0.51 0.25 -0.27
H -1.2098 -2.5356 -0.1279 0.14 -0.29 0.24
H -0.1912 -1.2977 -1.6982 0.01 0.18 0.12
H -0.7623 0.0100 -2.6609 -0.44 0.02 0.14
H 0.1327 1.6523 -1.4898 0.50 0.47 0.61
H 1.4141 0.3794 -1.3151 -0.13 0.32 -0.69
H -0.5088 1.0770 0.7062 0.12 0.01 1.01
H 1.0040 2.7476 0.5770 -0.33 0.89 -0.13
H 2.4342 1.8203 0.4691 0.20 -0.37 0.01
H 1.5862 1.9624 2.0126 -0.06 -0.17 0.18
H 1.0699 -1.1682 0.3285 0.33 -0.50 0.05
H 1.2167 -0.6876 1.8841 0.38 0.23 0.39


14
Properties=species:S:1:pos:R:3:forces:R:3 method="wB97M-V/def2-TZVPD" energy_ev=-7359.919 relative_energy_kj_mol=225.5 e_lumo_ev=0.903 homo_ev=-10.0 orbital_gap_ev=10.91
O 1.5933 -0.4652 1.3158 0.31 -0.08 -0.32
C 0.5635 -0.2045 0.4208 -0.14 -0.04 -0.13
C -0.9145 -0.2992 0.8196 -0.20 -0.01 0.26
C -0.9015 0.1842 -0.6447 -0.33 0.10 -0.22
C 0.2698 1.1273 -0.2910 0.08 0.29 0.02
C 0.1390 -0.9131 -0.9367 0.15 -0.19 -0.06
H 2.0745 0.3534 1.4938 -0.13 -0.22 -0.14
H -1.2604 0.4008 1.5852 0.05 0.00 -0.11
H -1.2688 -1.3196 1.0010 -0.09 0.22 -0.05
H -1.7622 0.4557 -1.2518 0.10 -0.14 0.03
H 0.9445 1.3907 -1.1146 -0.15 -0.01 0.14
H 0.0337 1.9930 0.3372 0.01 -0.15 0.01
H -0.2393 -1.9411 -0.8847 0.18 0.18 0.18
H 0.7284 -0.7623 -1.8499 0.16 0.05 0.39


4
Properties=species:S:1:pos:R:3:forces:R:3 method="wB97M-V/def2-TZVPD" energy_ev=-11200.677 relative_energy_kj_mol=0.0 e_lumo_ev=0.865 homo_ev=-10.2 orbital_gap_ev=11.04
C 2.1166 -0.9727 -0.0584 0.17 0.30 -0.18
O 2.6243 -0.1205 -0.5942 -0.18 -0.30 0.19
I -2.2944 0.6379 -0.4111 0.31 0.36 -2.92
H -2.4465 0.4552 1.0637 -0.30 -0.36 2.92


8
Properties=species:S:1:pos:R:3:forces:R:3 method="wB97M-V/def2-TZVPD" energy_ev=-29208.839 relative_energy_kj_mol=232.6 e_lumo_ev=0.158 homo_ev=-8.6 orbital_gap_ev=8.77
C -1.3560 -0.2461 0.1421 4.12 1.77 -0.68
C 0.5199 0.5618 -0.0816 -4.97 -0.95 2.22
F -1.4258 -0.8508 1.3035 -0.34 0.04 -0.37
F 0.7008 0.8248 1.2766 1.17 -0.20 -1.62
S -2.3725 -0.0191 -1.0346 -0.90 -0.35 -0.03
S 1.4806 -0.6183 -0.9806 0.62 0.26 -0.04
H 0.2156 1.4824 -0.6296 0.64 -0.78 0.34
H 2.2373 -1.1348 0.0042 -0.33 0.20 0.17


51
Properties=species:S:1:pos:R:3:forces:R:3 method="wB97M-V/def2-TZVPD" energy_ev=-29819.807 relative_energy_kj_mol=312.3 e_lumo_ev=0.389 homo_ev=-8.0 smiles="COc1cc(/C=C/C(=O)N2CCCCCCC2)cc(OC)c1OC" orbital_gap_ev=8.36
C -3.4912 3.3319 0.7081 -0.18 0.20 0.27
O -2.7953 2.6132 -0.2919 -0.01 -0.53 -0.29
C -2.6895 1.2536 -0.1189 -0.07 -0.01 -0.01
C -1.4103 0.7239 -0.1113 -0.10 -0.10 0.01
C -1.2013 -0.6429 0.0313 -0.60 0.40 0.02
C 0.1313 -1.2124 0.0832 0.66 -0.05 -0.18
C 1.2264 -0.6764 -0.4673 -0.51 -0.10 0.10
C 2.5402 -1.3163 -0.2594 0.19 -0.20 0.06
O 2.6377 -2.3733 0.3515 -0.13 -0.12 0.11
N 3.6420 -0.6734 -0.7400 0.12 -0.16 0.04
C 3.6135 0.5274 -1.5461 -0.42 0.47 -0.09
C 3.3565 1.8259 -0.7652 0.33 -0.07 -0.14
C 4.4056 2.1814 0.2882 -0.26 -0.05 0.07
C 4.4955 1.1534 1.4252 0.17 0.09 0.14
C 5.7296 0.2485 1.3656 -0.08 -0.01 -0.14
C 6.0219 -0.3817 0.0050 -0.22 -0.05 0.13
C 4.9293 -1.3073 -0.5235 0.37 -0.26 0.09
C -2.3130 -1.4693 0.1895 0.08 -0.04 -0.04
C -3.6042 -0.9668 0.1580 -0.14 0.02 0.00
O -4.7152 -1.7582 0.3066 0.18 0.53 0.01
C -4.5481 -3.1536 0.3622 0.02 -0.24 0.02
C -3.8139 0.4153 -0.0194 -0.05 0.18 -0.06
O -5.0292 1.0393 -0.0712 0.57 -0.07 0.24
C -6.1793 0.3416 -0.4957 -0.51 -0.13 -0.14
H -4.5434 3.0483 0.7590 0.11 0.06 -0.01
H -3.0276 3.1781 1.6889 0.00 0.02 -0.05
H -3.4041 4.3801 0.4271 -0.02 -0.02 0.08
H -0.5837 1.4106 -0.1953 0.10 0.11 0.02
H 0.2452 -2.1477 0.6180 0.09 -0.07 0.03
H 1.1546 0.2203 -1.0571 -0.06 0.16 -0.06
H 4.5756 0.6019 -2.0565 -0.07 -0.03 -0.04
H 2.8489 0.4307 -2.3258 0.15 0.00 0.01
H 2.3887 1.7629 -0.2652 -0.07 0.03 -0.04
H 3.2996 2.6369 -1.4961 -0.10 0.01 -0.02
H 5.3816 2.3120 -0.1817 0.07 0.08 -0.04
H 4.1250 3.1529 0.7021 0.07 0.00 -0.03
H 3.5937 0.5422 1.4334 -0.04 0.04 0.10
H 4.5280 1.6784 2.3828 -0.05 -0.03 0.01
H 5.6061 -0.5450 2.1053 0.10 -0.03 0.07
H 6.6068 0.8348 1.6543 0.00 -0.03 0.06
H 6.2359 0.4008 -0.7243 0.11 0.02 -0.05
H 6.9296 -0.9831 0.0964 0.02 0.03 -0.10
H 4.7517 -2.1174 0.1875 0.10 0.08 -0.18
H 5.2727 -1.7510 -1.4689 -0.04 -0.04 0.09
H -2.1459 -2.5251 0.3282 -0.03 -0.12 0.03
H -4.0367 -3.5344 -0.5272 0.00 0.02 0.04
H -4.0005 -3.4607 1.2586 -0.01 0.01 -0.05
H -5.5564 -3.5640 0.4001 0.09 -0.03 0.01
H -5.9862 -0.2336 -1.4035 0.00 0.02 0.03
H -6.9176 1.1154 -0.7084 0.04 -0.07 -0.02
H -6.5610 -0.3244 0.2804 0.03 0.10 -0.13